# 1
51
Properties=species:S:1:pos:R:3:forces:R:3 method="wB97M-V/def2-TZVPD" e_tot_ev=-267587.3827 charge=-1
N -1.50151 1.05496 0.66091 1.22 3.61 1.66
O -1.09385 2.15224 1.14483 -0.97 -0.41 -0.40
O -2.56825 0.97288 0.08542 -2.34 -0.18 -1.31
O -0.78644 0.09547 0.79739 1.71 -3.41 0.19
O 1.98879 1.69407 0.54832 0.84 -1.69 -0.72
C 2.68415 0.76111 0.18104 -2.97 2.54 0.28
O 3.99221 0.84344 0.34610 1.57 -0.53 0.36
C 4.63244 -0.34252 -0.10606 -0.67 -0.96 0.16
C 3.51394 -1.38999 -0.28847 -1.27 0.29 -0.68
C 2.24962 -0.51378 -0.53725 1.38 0.43 0.64
H 5.27693 -0.74761 0.67380 0.55 0.57 -0.21
H 5.12536 -0.09089 -1.04487 0.31 -0.31 0.12
H 3.30612 -1.97635 0.60574 0.51 -0.02 0.08
H 3.70617 -2.06415 -1.12285 0.10 -0.05 0.11
H 1.30324 -0.81722 -0.09110 0.08 -0.22 -0.20
H 2.15461 -0.26771 -1.59491 -0.22 -0.01 0.01
O 0.72845 1.77848 6.33281 -0.16 -0.91 -2.73
S 0.53003 1.36130 4.92386 0.31 1.35 0.87
O 0.99666 2.18971 3.81405 -0.91 -1.12 1.96
O 1.21148 -0.07321 4.77839 -0.17 0.11 -0.26
C 1.17149 -0.71784 3.43800 0.71 -0.06 0.94
C 2.32375 -1.74615 3.46634 -0.52 0.50 -0.64
C -1.23224 0.94573 4.73447 1.02 0.74 -0.27
H 1.23056 0.04094 2.65763 0.20 0.04 0.03
H 0.19238 -1.19081 3.36415 0.12 -0.21 -0.09
H 2.28411 -2.30999 2.53390 -0.32 -0.41 0.14
H 2.23811 -2.39124 4.34020 -0.06 -0.10 -0.16
H 3.33054 -1.32880 3.43857 -0.18 0.53 0.33
H -1.31336 0.60731 3.70147 -0.29 -0.17 0.07
H -1.77093 1.88603 4.84924 0.06 0.00 -0.08
H -1.54222 0.24660 5.50980 0.23 -0.11 -0.21
O -0.33170 -1.58062 -4.35748 0.21 -0.34 -0.14
S 0.07127 -0.26827 -3.94396 0.39 0.90 0.53
O 1.50690 0.06656 -3.89473 -2.85 -0.17 -0.39
O -0.71249 0.78387 -4.98308 1.45 -0.11 1.31
C -1.93051 0.33891 -5.61744 0.36 -0.45 0.75
C -1.58995 -0.30567 -6.93876 -0.37 -0.47 0.63
C -0.75424 0.05263 -2.31325 0.49 0.72 -1.91
H -2.57721 1.20984 -5.72378 0.30 0.20 -0.10
H -2.44198 -0.31261 -4.90822 -0.08 -0.33 -0.27
H -1.10876 0.45137 -7.55696 -0.30 -0.28 -0.41
H -2.51138 -0.76140 -7.30311 -0.07 0.48 -0.69
H -0.93568 -1.16680 -6.80444 0.26 0.27 0.19
H -1.80231 0.20213 -2.57096 -0.04 -0.37 0.21
H -0.38520 1.02453 -1.98667 0.20 -0.27 0.42
H -0.56827 -0.79460 -1.65588 0.00 0.28 -0.04
C -5.59206 0.39827 1.57102 0.06 0.80 0.57
Br -4.39615 0.70461 3.11389 -0.75 -0.33 -0.65
Br -6.36179 2.14180 1.02142 0.30 -1.00 0.21
Br -7.02089 -0.92075 1.93329 0.90 0.69 -0.21
H -4.91993 0.07421 0.77816 -0.30 -0.09 0.03

# 2
45
Properties=species:S:1:pos:R:3:forces:R:3 method="wB97M-V/def2-TZVPD" e_tot_ev=-62447.2642 de_lowest_kcal_mol=61.3 charge=+3
Sn 0.35414 0.43278 1.03891 1.07 -0.88 0.37
P 2.54474 -0.90989 1.03748 0.55 -0.47 0.51
C 2.31167 -1.38662 -0.64168 -0.18 0.42 -0.38
C 1.04823 -1.49425 -1.32349 -0.84 0.05 -0.52
N -0.09441 -0.90733 -0.80584 0.15 -0.14 1.03
C -1.31434 -1.17041 -1.31882 0.26 0.06 0.16
C -1.47408 -2.01876 -2.41941 0.19 -0.02 0.14
C -0.33866 -2.53441 -3.04571 -0.28 0.10 0.13
C 0.91105 -2.20639 -2.54618 0.84 0.15 0.70
C -2.54722 -0.62108 -0.61443 0.33 -0.15 0.20
P -2.47652 1.03162 0.11384 -1.44 -0.79 1.46
H 1.83268 -2.52650 -3.01737 -0.15 -0.25 -0.12
H -2.47903 -2.27546 -2.75456 0.28 0.05 0.00
H -0.44311 -3.21052 -3.89165 0.10 0.24 0.03
H -3.38328 -0.53051 -1.31506 0.04 -0.13 -0.06
H -2.87839 -1.29095 0.18819 0.17 -0.15 -0.10
H 3.94887 2.85307 -3.76080 -0.02 0.14 0.07
H 3.19942 -1.43546 -1.25451 0.20 -0.07 -0.23
H -0.50668 4.22535 -0.74083 -0.25 0.40 0.13
O 3.91631 2.79018 -2.79779 0.60 -0.70 0.26
H 4.80270 2.45005 -2.55841 -0.62 0.47 -0.27
H -1.38793 1.04978 1.17903 -1.43 1.15 -1.84
O 0.34638 4.30915 -1.17108 0.67 -2.29 0.14
H 0.71517 3.37334 -1.12991 -0.36 1.93 -0.30
C -2.84910 2.14962 -1.21261 0.90 1.09 -0.13
H -3.82336 1.85425 -1.61685 -0.08 -0.20 0.27
H -2.91896 3.18326 -0.86194 -0.01 -0.07 -0.07
H -2.12205 2.08575 -2.02445 0.05 0.06 0.01
C -3.60925 1.18939 1.48981 -0.21 -0.02 -0.33
H -3.47570 2.18850 1.92215 -0.15 -0.10 -0.07
H -4.60280 1.07381 1.07019 -0.46 0.05 0.28
H -3.39511 0.42983 2.25268 -0.16 0.11 -0.20
C 2.21504 -2.29799 2.17399 -0.68 0.13 -0.02
H 3.15049 -2.82345 2.36923 0.15 0.05 -0.06
H 1.75600 -1.95716 3.11262 0.31 0.02 -0.18
H 1.50281 -2.97423 1.68592 0.18 0.07 0.05
C 3.96790 0.14086 1.47637 -0.01 0.08 -0.49
H 3.82874 0.62312 2.45311 -0.24 -0.36 -0.06
H 4.88761 -0.44598 1.50894 -0.02 -0.15 0.00
H 4.08838 0.94611 0.74095 -0.09 -0.22 -0.02
O -0.23793 -1.54070 4.26121 -0.34 1.40 -1.46
Cl -1.04880 -0.66258 3.46339 -1.62 -2.08 3.36
O -2.43271 -0.77729 3.86324 1.89 0.57 -1.39
O -0.58195 0.72885 3.45559 0.19 -0.48 -0.87
O -0.90698 -1.11078 1.96653 0.52 0.91 -0.15

# 3
37
Properties=species:S:1:pos:R:3:forces:R:3 method="wB97M-V/def2-TZVPD" e_tot_ev=-29806.0711 de_lowest_kcal_mol=20.5
C 4.11560 1.47281 -1.09197 1.16 -0.66 -0.07
C 3.47145 1.12664 0.19509 1.30 0.65 1.72
C 4.13419 0.94639 1.35483 0.66 -0.28 -1.40
I 6.24413 1.20843 1.46011 -0.72 -0.23 0.08
C 1.99928 1.15189 0.28715 -1.44 1.49 -1.48
C 1.47339 0.02713 1.06241 -0.52 -3.64 0.14
O 0.07390 -0.22128 1.07593 -0.51 0.75 -0.50
Si -0.88208 -0.91114 -0.15543 1.02 -0.26 1.65
C -0.93066 -2.75759 0.18622 -0.30 0.85 -1.74
C -0.15905 -0.63908 -1.85968 -0.82 0.42 0.82
C -2.56894 -0.10466 0.07102 -0.68 -0.69 1.64
C -3.17018 -0.43433 1.46329 -0.62 -0.34 0.09
C -3.57298 -0.48897 -1.02789 -0.67 -0.67 0.74
C -2.35285 1.38279 0.15034 0.46 1.11 -0.81
H 3.40581 1.57851 -1.88138 -0.45 -0.03 -0.59
H 4.85972 0.69773 -1.33381 -0.42 -0.10 -0.19
H 4.75382 2.34116 -1.08663 -0.04 0.72 0.36
H 3.67295 0.52453 2.23225 0.22 0.42 0.24
H 1.54511 1.21609 -0.73968 0.36 -0.29 0.98
H 1.70006 2.07479 0.77225 -0.09 0.45 0.03
H 1.83443 -0.00274 2.10145 -0.39 0.33 -0.27
H 1.91697 -0.88374 0.60375 0.17 0.21 0.27
H -1.56001 -3.27340 -0.55125 0.44 0.02 -0.23
H -1.38173 -3.01197 1.08910 -0.51 -0.24 1.90
H 0.09015 -3.09540 0.15663 0.40 -0.50 -0.07
H 0.85199 -0.25043 -1.96926 -0.21 -0.13 0.00
H -0.29309 -1.59209 -2.34191 0.08 -0.22 -0.64
H -0.91926 0.07503 -2.19744 0.46 0.06 -0.78
H -3.42769 -1.47273 1.56432 -0.34 -0.78 -0.31
H -2.47272 -0.32300 2.31510 -0.37 0.78 -0.46
H -4.15712 0.11801 1.56714 1.29 -0.31 0.25
H -4.50903 0.09994 -0.91417 0.76 0.23 -0.61
H -3.98990 -1.52182 -1.04477 0.74 0.26 0.67
H -3.03947 -0.44357 -1.95314 -0.36 0.74 -1.12
H -1.67839 1.69434 -0.62999 0.18 0.45 -0.81
H -3.26867 1.97813 0.03719 0.03 -0.24 0.13
H -1.80909 1.71362 1.03281 -0.28 -0.32 0.37

# 4
37
Properties=species:S:1:pos:R:3:forces:R:3 method="wB97M-V/def2-TZVPD" e_tot_ev=-35797.3689 charge=-1
C 0.50669 -3.69014 -0.29271 1.56 -0.30 0.90
C -0.20161 -4.62493 -1.01991 -0.66 0.25 -0.08
C -1.31797 -4.30535 -1.82818 -0.05 -0.46 -0.22
C -1.88025 -3.01555 -1.97614 0.26 -0.23 0.47
C -1.37384 -1.88726 -1.36384 -0.72 1.74 -0.31
Mg 0.35777 -1.67688 -0.34617 -1.15 -0.85 -1.01
P 2.47936 -1.49681 0.79421 0.63 -0.30 0.25
H 1.28056 -4.12119 0.36395 0.16 -0.68 -0.15
H 0.06749 -5.68505 -0.93499 -0.17 -0.04 -0.14
H -1.82785 -5.13644 -2.33199 0.15 0.19 0.05
H -1.99158 -0.98421 -1.49986 -0.50 -0.21 -0.56
H -2.80026 -2.93581 -2.56851 0.02 -0.20 -0.01
H 3.51606 -0.74625 0.18599 0.20 -0.03 0.40
H 3.16713 -2.70796 1.05227 -0.02 0.34 0.02
H 2.49681 -0.92204 2.08979 0.56 0.11 0.09
C 2.00716 2.41208 -0.89812 0.25 0.11 -0.25
C 1.26145 2.18915 0.41644 -0.02 -0.27 0.15
P -0.00283 0.80413 0.24990 1.66 0.11 -0.62
C -0.37921 0.55074 2.07431 -1.58 0.70 -0.22
C -0.82019 1.82134 2.79567 -0.17 0.19 0.65
C -1.15302 1.58651 -1.03605 -0.93 0.43 1.15
C -1.54663 3.03431 -0.74439 -0.16 0.50 -0.20
H 2.50181 1.47069 -1.21983 -0.31 0.59 0.05
H 2.78325 3.19186 -0.75668 -0.34 -0.39 -0.21
H 1.32125 2.74976 -1.70020 0.42 -0.22 0.33
H 2.00866 1.87916 1.17671 -0.51 0.11 -0.18
H 0.79846 3.13454 0.75677 0.20 -0.42 -0.05
H -1.19969 -0.19381 2.14792 0.63 0.21 -0.13
H 0.51326 0.14090 2.58183 -0.25 0.02 -0.72
H -1.73597 2.23546 2.32964 0.51 -0.09 0.32
H -1.05048 1.57737 3.85417 0.05 0.28 -0.47
H -0.01906 2.58514 2.79673 -0.49 -0.27 -0.03
H -0.68090 1.53066 -2.03858 -0.06 -0.48 0.81
H -2.10175 1.02651 -1.04808 0.64 -0.26 -0.21
H -0.67815 3.71767 -0.78851 -0.43 -0.21 0.16
H -2.26713 3.37587 -1.51780 0.33 -0.08 0.45
H -2.03879 3.11580 0.24423 0.29 0.12 -0.50

# 5
43
Properties=species:S:1:pos:R:3:forces:R:3 method="wB97M-V/def2-TZVPD" e_tot_ev=-291953.6059 de_lowest_kcal_mol=31.5 charge=-2
Pd 0.64445 -1.92669 2.60575 0.34 0.30 1.07
Se -0.50024 2.00165 2.00092 0.43 -0.28 0.23
Se 1.17756 0.56567 3.02240 -0.54 -0.06 -0.32
Se 0.02368 -1.94001 4.98401 0.02 -0.13 -0.55
Se -0.00044 -4.00521 3.91672 0.06 0.23 0.00
C 1.92303 2.51838 -1.08383 -0.04 0.11 0.08
C 2.48089 1.57374 -2.13852 0.01 -0.03 -0.04
C 3.46064 0.52940 -1.59293 0.02 0.00 0.04
C 2.80937 -0.76336 -1.11891 0.09 -0.03 0.01
N 1.97535 -0.56331 0.05582 0.06 -0.01 -0.05
C 1.20981 -1.71263 0.36467 0.01 0.02 -0.26
S 1.93197 -3.10872 1.00180 -0.10 -0.17 0.00
N 0.03496 -1.80389 -0.36191 -0.12 0.17 0.16
C -0.70783 -0.56831 -0.62329 0.01 0.00 -0.06
C -1.62837 -0.71164 -1.82267 -0.06 -0.04 0.02
C -2.25381 0.62821 -2.20660 0.01 0.02 -0.04
C -3.17121 1.19275 -1.12672 -0.03 0.01 0.04
H 1.17949 3.19304 -1.51649 0.01 0.02 0.01
H 2.72026 3.13635 -0.65851 0.01 -0.02 -0.01
H 1.44051 2.00229 -0.25185 -0.01 -0.05 -0.03
H 2.98404 2.16218 -2.91603 -0.01 -0.01 0.00
H 1.65836 1.05058 -2.64113 0.00 -0.01 0.02
H 4.03358 0.96467 -0.76593 0.00 0.01 0.00
H 4.19085 0.26608 -2.36650 -0.01 -0.03 -0.01
H 3.58399 -1.52662 -0.93195 -0.01 0.01 0.00
H 2.16744 -1.15647 -1.91424 0.01 0.01 -0.02
H 2.49449 -0.27785 0.88273 -0.05 0.10 -0.01
H -0.55542 -2.52963 0.03105 0.00 -0.03 -0.15
H 0.01116 0.23187 -0.79103 -0.01 -0.06 -0.04
H -1.26516 -0.27552 0.26376 -0.01 0.02 0.05
H -2.42600 -1.43067 -1.59576 0.01 -0.01 0.00
H -1.06518 -1.12385 -2.66746 0.03 0.04 0.00
H -2.80425 0.51780 -3.14884 -0.03 0.00 0.02
H -1.45096 1.34876 -2.39817 0.02 -0.01 -0.01
H -3.98223 0.49362 -0.90178 0.01 -0.01 0.00
H -3.61874 2.13961 -1.44060 0.00 0.00 -0.02
H -2.62087 1.37643 -0.20110 0.01 0.01 0.00
C -2.75863 -0.08049 3.70793 0.01 0.07 0.06
C -2.59065 -1.05411 2.64569 0.16 -0.03 -0.07
N -2.40747 -1.82451 1.81407 -0.28 -0.13 -0.19
H -1.75795 0.22603 4.01761 -0.06 0.04 0.05
H -3.29642 -0.53463 4.54024 0.04 0.00 0.02
H -3.27406 0.79897 3.32757 -0.01 -0.01 -0.01

# 6
48
Properties=species:S:1:pos:R:3:forces:R:3 method="wB97M-V/def2-TZVPD" e_tot_ev=-79177.1300 charge=+1
C 2.18251 1.94871 2.44526 1.01 0.08 0.70
C 2.71153 2.32601 0.97983 0.18 -0.41 1.29
S 1.42126 2.32014 -0.35691 0.04 -0.17 -0.13
C 0.09856 1.05933 -0.02678 -0.16 -1.16 0.54
C 0.62018 -0.34097 0.52814 0.69 -3.37 1.48
C 2.07585 -0.86590 0.36547 -1.94 -1.87 1.46
C 2.54405 -2.21636 0.96215 -4.80 1.87 0.47
C 1.46130 -3.04128 1.74764 2.46 2.60 -2.30
P 2.09457 -4.67255 2.51983 -1.75 -0.29 0.35
P 3.21259 -3.93229 4.28278 1.91 5.04 2.98
O 2.90240 -2.44181 4.54028 0.37 -4.17 -1.28
O 2.80116 -4.79118 5.69861 0.53 -0.47 -3.90
O 4.91932 -4.03687 4.04614 -3.21 -1.50 0.66
N 0.10892 -2.57678 1.85991 2.88 1.89 -1.82
C -0.35947 -1.30230 1.30157 3.66 -0.20 1.35
P -2.20163 -0.89320 1.56675 -2.40 1.00 -2.12
O -2.97162 -2.10097 2.50274 1.26 1.74 0.36
O -2.39822 0.64411 2.29184 0.22 -2.35 0.82
H 1.98121 0.82132 2.59500 0.10 1.90 -0.40
H 3.05205 2.18545 3.17335 -1.38 -0.40 -1.13
H 1.30231 2.58892 2.80900 1.17 -1.04 -0.84
H 3.15430 3.38877 1.02835 -0.91 -1.61 -0.39
H 3.55715 1.61868 0.66696 -1.14 1.04 0.58
H -0.39965 0.83443 -1.04780 0.80 0.62 1.51
H -0.68426 1.52202 0.67018 1.12 -0.96 -0.92
H 2.83274 -0.22259 -0.18671 -1.25 -0.88 0.80
H 3.62631 -2.55840 0.84633 -1.88 0.42 0.36
H 3.05447 -5.30356 1.66645 -0.11 1.04 0.08
H 2.51815 -5.68557 5.36301 0.19 0.78 0.94
H 5.21178 -4.92505 4.35758 0.09 0.75 -0.24
H -0.56459 -3.17286 2.36208 0.38 0.45 -0.18
H -3.81397 -1.75067 2.89379 0.97 -0.47 -0.53
H -2.98288 0.60116 3.09046 0.83 0.18 -0.66
O -4.24232 1.51630 -3.11464 0.76 0.20 0.02
S -2.97733 1.39805 -3.79066 -0.25 0.00 -0.95
O -1.73069 1.67626 -3.12335 -0.53 -0.07 0.17
O -3.03302 2.24440 -5.16496 0.08 -1.03 0.62
C -3.41824 3.61851 -5.10464 -0.10 1.16 0.08
C -2.27776 4.49676 -4.62551 0.19 -0.07 0.27
C -2.87476 -0.20931 -4.52765 0.03 0.05 -0.14
H -4.30581 3.74567 -4.47842 0.07 -0.21 0.00
H -3.69522 3.91325 -6.11964 0.03 -0.39 0.04
H -2.04067 4.29525 -3.57837 -0.04 0.04 -0.07
H -2.54109 5.55289 -4.71542 -0.04 -0.10 -0.06
H -1.37137 4.30506 -5.20490 -0.13 0.05 -0.04
H -3.79151 -0.40093 -5.08379 0.07 0.07 0.06
H -2.76200 -0.93967 -3.72619 -0.03 0.16 0.03
H -2.00658 -0.24039 -5.18515 -0.07 0.05 0.06